11
Properties=species:S:1:pos:R:3 method="wB97M-V/def2-TZVPD" total_energy_ha=-2916.42628 e_homo_ev=-2.1 e_above_lowest_kj_mol=337.12 gap_ha=0.208 lumo_ev=3.561 charge=-1
C -0.033 1.983 -2.368
C 0.168 -1.834 0.773
C -0.015 0.327 1.524
O -1.082 2.244 -2.774
O 1.053 1.745 -2.170
O 0.742 -0.573 0.815
Br -1.354 1.207 0.076
H -0.871 -1.732 1.093
H 0.565 -2.583 1.503
H 0.194 -1.987 -0.289
H 0.633 1.203 1.815